Entry 1:
The following is a DFT calculation (ωB97M-V/def2-TZVPD) of a 2-piece molecular cluster, C3H11N5 overall.

```
19
Properties=species:S:1:pos:R:3
H -0.66198 -1.30415 -1.86848
N 2.26031 -1.80056 0.75287
N -1.86987 -0.70880 -0.20571
H -1.84768 2.65627 -2.15595
N 1.52261 0.40867 0.47386
H -1.79215 0.01983 0.48935
H 2.16419 0.43520 -0.29133
H 0.36453 -0.01197 2.58133
C -1.73442 1.91954 -1.37122
H -1.15908 2.35340 -0.56189
H 3.12643 -1.58200 0.24494
H 1.23023 1.28172 0.81090
N 0.96918 -0.85331 2.45942
N -1.04303 0.71883 -1.93152
H -2.71719 1.69616 -0.98617
H 2.47036 -2.49351 1.47225
C -1.15099 -0.42100 -1.37751
H -1.66227 -1.59119 0.19939
C 1.53081 -0.72314 1.26547
```

The net charge is 0. As for the SMILES: C/N=C\N.N=C(N)N. As for the LUMO energy: 0.639 eV. The value obtained for the total energy is -10739.681 eV.

---

Entry 2:
The following is a DFT calculation (ωB97M-V/def2-TZVPD) of a 2-piece molecular cluster, C9H14S overall.

```
24
Properties=species:S:1:pos:R:3
C -0.11026 0.31848 2.35404
C -1.62549 2.13215 1.00563
S 2.10863 -2.13699 -2.03445
H 3.61976 -0.55814 -1.18935
H -3.95250 1.01867 0.19328
H 2.18174 0.26756 -1.90427
H -2.89476 0.00197 -0.91217
C -0.55422 2.57533 1.76021
H -0.13237 -1.38701 -2.22820
C -1.16078 -0.16658 1.56330
C -3.12157 0.33482 0.09571
H -3.57481 -0.59098 0.48512
H 1.04695 2.00654 3.02962
C -1.92000 0.77545 0.88781
H -1.32761 -1.23312 1.49570
H 2.12550 -0.46967 -0.25950
H 0.35004 -2.77004 -3.27489
C 0.58488 -1.76975 -2.93650
H -2.21385 2.80815 0.40382
H -0.30742 3.62948 1.78961
H 0.67590 -1.07912 -3.76309
C 0.23894 1.64793 2.40576
H 0.33111 -0.41071 3.02056
C 2.53593 -0.54014 -1.26644
```

The net charge is 0. As for the SMILES: Cc1ccccc1.CSC. As for the LUMO energy: 0.871 eV. The value obtained for the total energy is -20394.860 eV.

---

Entry 3:
The following is a DFT calculation (ωB97M-V/def2-TZVPD) of C27H34LuN3OSi as an isolated structure.

```
67
Properties=species:S:1:pos:R:3
C 4.09876 -2.35175 -2.26893
H -3.46295 0.48102 -0.98435
H -1.38181 -3.48042 2.29390
H -1.41627 4.22285 1.25936
H -4.17724 -1.33995 -2.52817
C -2.01923 3.35712 -0.66255
C 0.89698 2.10634 -0.59051
H 4.08809 -4.21816 -3.38669
C -2.28132 -1.41934 -3.52683
H 3.95751 -2.18152 2.69645
H -4.65666 6.17394 -0.71135
H -0.18075 -2.02079 0.61682
C -3.91166 5.39460 -0.69890
N 4.41616 -0.67649 0.53713
H -0.92779 -0.29321 5.04494
H 4.87726 0.11802 -1.40254
C -2.74721 0.09824 -1.74002
N -0.47396 -0.22083 1.61582
C -3.06522 5.27858 0.38833
H -1.33280 -2.50098 4.71477
H -4.45244 4.71135 -2.66062
H -2.71352 -2.10129 3.71674
C -0.99992 -0.85425 -3.67938
H 5.00936 -0.79047 3.13722
H -2.72922 2.88259 -2.64291
H 1.28867 2.65896 0.27520
C -0.61817 0.15128 -2.79967
H 0.17516 -2.83570 2.74205
H 0.31110 -2.75765 -1.71182
C -1.59077 -1.95148 3.78999
C -1.42034 0.87196 1.17238
C -0.86906 -2.52238 2.57952
C -2.09902 4.26699 0.41929
C 3.49925 -3.49025 -2.82705
H -1.89133 -1.63991 0.85807
C -0.90114 -1.62494 1.34435
Si -0.91683 1.87393 -0.48446
H 3.29777 0.55510 -0.65733
C -3.81239 4.56063 -1.79733
C -1.22396 -0.45616 3.98678
O 2.64604 0.42519 1.48301
H 3.23379 -0.74354 3.64077
C 1.39375 -2.69068 -1.93022
H 0.28955 0.71827 -3.10157
C -1.45632 0.64471 -1.81193
H -2.41257 0.42841 1.01791
C 3.97793 -1.07376 2.87753
H 0.35158 0.95248 3.20654
C 2.12181 -3.66703 -2.59562
C -3.17214 -0.90223 -2.58483
C -0.07317 -0.07457 3.06015
H 5.17413 -2.17699 -2.31751
Lu 1.16862 -0.00662 0.05781
H -3.12466 5.96065 1.24622
H -0.38784 -1.13778 -4.53641
H 1.18898 2.64668 -1.51314
H -2.53821 -2.27072 -4.16231
H 1.54618 -4.45857 -3.08864
N 2.00131 -1.59228 -1.41989
H 0.75349 -0.80033 3.19905
H -2.10904 0.18089 3.81441
C 3.33741 -1.44650 -1.55262
C 4.00902 -0.27474 -0.82012
H 5.12617 -1.39716 0.58377
C -2.82798 3.57464 -1.79071
C 3.65112 -0.40090 1.59729
H -1.51202 1.54691 2.01333
```

The net charge is +2. As for the LUMO energy: -6.382 eV. The value obtained for the total energy is -76554.826 eV.

---

Entry 4:
The following is a DFT calculation (ωB97M-V/def2-TZVPD) of C33H31BCo2O8S as an isolated structure.

```
76
Properties=species:S:1:pos:R:3
C 3.63578 -1.45803 2.12958
O 3.22838 1.24603 3.50364
H -1.20274 -4.20730 3.52286
O 1.28103 4.82332 3.61724
C 1.85351 0.49719 -1.04860
C 2.69869 -1.99245 -0.00235
H 3.50242 -1.26347 3.19225
C -0.38373 2.17013 1.19910
H -0.26225 0.19100 -0.95515
H 0.54335 -4.03878 5.12815
C 4.91855 -1.53302 1.58876
H 0.10079 1.04766 4.78578
C -0.13497 -2.39939 3.88964
H 1.45289 -2.50868 5.43262
H -1.73789 -2.82819 2.54322
H 1.85464 -2.23379 -0.65144
C 3.96502 -2.06296 -0.58147
C 5.08265 -1.80042 0.21883
H 3.16623 0.95863 0.61122
H -2.18288 -2.91137 4.28864
O -2.76363 4.14092 -0.61575
C -1.59226 -3.67613 -0.41855
H -0.36844 -0.22573 5.91571
O -1.07214 6.90992 2.05471
C 2.81539 0.79318 -3.22514
H 6.52412 -0.84065 -1.05356
C -0.80705 5.86404 1.66115
H -1.32838 1.89243 1.70005
H -0.20933 -2.72823 6.07228
H -2.89139 -4.63987 -1.75957
C 6.45164 -1.74008 -0.40736
H 0.74745 0.23033 -2.88392
C 0.51679 1.18486 0.77769
C 2.32926 1.70626 2.86742
C -0.33131 -0.79726 3.80677
C 4.09832 1.35919 -1.28538
C -1.82330 4.21984 0.00575
H -1.98509 -0.45983 0.51912
C 0.21358 -0.02405 5.00067
H -3.31053 -2.35649 -0.69123
C -2.11679 -4.90708 -1.03280
O 3.66822 3.77344 0.65071
H 1.27365 -0.27052 5.18445
H -2.41485 -0.45128 4.30277
C 2.71190 3.24213 1.07340
C 2.51644 -1.64352 1.33060
H 2.76091 0.64450 -4.29417
S 0.04951 -3.33727 0.02995
B 1.19521 -1.57085 2.21314
C -1.71267 -0.28810 3.47545
H -2.56311 -5.63520 -0.32405
H 7.23238 -1.67625 0.36964
H -1.65135 0.78982 3.28630
C 1.74034 0.48588 -2.45034
C 0.71404 4.68058 -0.36775
C -1.40527 -3.13093 3.54317
O 0.80606 -2.70630 2.86066
C 3.04854 0.99480 -0.47594
H 6.63212 -2.63443 -1.03590
H 5.04258 1.66902 -0.82430
C -0.14156 -1.54497 0.25681
O 1.44000 4.90446 -1.26914
C 4.03507 1.21236 -2.67548
Co 1.23951 2.54362 1.80170
C 0.45346 -2.93844 5.20793
C 0.63651 0.20876 -0.22592
O 0.56100 -0.42796 2.71402
C 0.94403 4.10826 2.75693
H -2.10094 -0.75797 2.57938
H -1.34912 -5.46409 -1.60115
H 4.07553 -2.26606 -1.65882
C -2.29179 -2.46725 -0.35414
Co -0.35410 4.27850 0.96918
C -1.55543 -1.41004 0.31429
H 5.80293 -1.37801 2.22352
H 4.84271 1.49241 -3.31517
```

The net charge is 0. As for the LUMO energy: -1.748 eV. The value obtained for the total energy is -137863.814 eV.

---

Please write out number 3 again, unchanged.
The following is a DFT calculation (ωB97M-V/def2-TZVPD) of C27H34LuN3OSi as an isolated structure.

```
67
Properties=species:S:1:pos:R:3
C 4.09876 -2.35175 -2.26893
H -3.46295 0.48102 -0.98435
H -1.38181 -3.48042 2.29390
H -1.41627 4.22285 1.25936
H -4.17724 -1.33995 -2.52817
C -2.01923 3.35712 -0.66255
C 0.89698 2.10634 -0.59051
H 4.08809 -4.21816 -3.38669
C -2.28132 -1.41934 -3.52683
H 3.95751 -2.18152 2.69645
H -4.65666 6.17394 -0.71135
H -0.18075 -2.02079 0.61682
C -3.91166 5.39460 -0.69890
N 4.41616 -0.67649 0.53713
H -0.92779 -0.29321 5.04494
H 4.87726 0.11802 -1.40254
C -2.74721 0.09824 -1.74002
N -0.47396 -0.22083 1.61582
C -3.06522 5.27858 0.38833
H -1.33280 -2.50098 4.71477
H -4.45244 4.71135 -2.66062
H -2.71352 -2.10129 3.71674
C -0.99992 -0.85425 -3.67938
H 5.00936 -0.79047 3.13722
H -2.72922 2.88259 -2.64291
H 1.28867 2.65896 0.27520
C -0.61817 0.15128 -2.79967
H 0.17516 -2.83570 2.74205
H 0.31110 -2.75765 -1.71182
C -1.59077 -1.95148 3.78999
C -1.42034 0.87196 1.17238
C -0.86906 -2.52238 2.57952
C -2.09902 4.26699 0.41929
C 3.49925 -3.49025 -2.82705
H -1.89133 -1.63991 0.85807
C -0.90114 -1.62494 1.34435
Si -0.91683 1.87393 -0.48446
H 3.29777 0.55510 -0.65733
C -3.81239 4.56063 -1.79733
C -1.22396 -0.45616 3.98678
O 2.64604 0.42519 1.48301
H 3.23379 -0.74354 3.64077
C 1.39375 -2.69068 -1.93022
H 0.28955 0.71827 -3.10157
C -1.45632 0.64471 -1.81193
H -2.41257 0.42841 1.01791
C 3.97793 -1.07376 2.87753
H 0.35158 0.95248 3.20654
C 2.12181 -3.66703 -2.59562
C -3.17214 -0.90223 -2.58483
C -0.07317 -0.07457 3.06015
H 5.17413 -2.17699 -2.31751
Lu 1.16862 -0.00662 0.05781
H -3.12466 5.96065 1.24622
H -0.38784 -1.13778 -4.53641
H 1.18898 2.64668 -1.51314
H -2.53821 -2.27072 -4.16231
H 1.54618 -4.45857 -3.08864
N 2.00131 -1.59228 -1.41989
H 0.75349 -0.80033 3.19905
H -2.10904 0.18089 3.81441
C 3.33741 -1.44650 -1.55262
C 4.00902 -0.27474 -0.82012
H 5.12617 -1.39716 0.58377
C -2.82798 3.57464 -1.79071
C 3.65112 -0.40090 1.59729
H -1.51202 1.54691 2.01333
```

The net charge is +2. As for the LUMO energy: -6.382 eV. The value obtained for the total energy is -76554.826 eV.

---

Copy entry 2 word for word.
The following is a DFT calculation (ωB97M-V/def2-TZVPD) of a 2-piece molecular cluster, C9H14S overall.

```
24
Properties=species:S:1:pos:R:3
C -0.11026 0.31848 2.35404
C -1.62549 2.13215 1.00563
S 2.10863 -2.13699 -2.03445
H 3.61976 -0.55814 -1.18935
H -3.95250 1.01867 0.19328
H 2.18174 0.26756 -1.90427
H -2.89476 0.00197 -0.91217
C -0.55422 2.57533 1.76021
H -0.13237 -1.38701 -2.22820
C -1.16078 -0.16658 1.56330
C -3.12157 0.33482 0.09571
H -3.57481 -0.59098 0.48512
H 1.04695 2.00654 3.02962
C -1.92000 0.77545 0.88781
H -1.32761 -1.23312 1.49570
H 2.12550 -0.46967 -0.25950
H 0.35004 -2.77004 -3.27489
C 0.58488 -1.76975 -2.93650
H -2.21385 2.80815 0.40382
H -0.30742 3.62948 1.78961
H 0.67590 -1.07912 -3.76309
C 0.23894 1.64793 2.40576
H 0.33111 -0.41071 3.02056
C 2.53593 -0.54014 -1.26644
```

The net charge is 0. As for the SMILES: Cc1ccccc1.CSC. As for the LUMO energy: 0.871 eV. The value obtained for the total energy is -20394.860 eV.

---

Please write out number 1 again, unchanged.
The following is a DFT calculation (ωB97M-V/def2-TZVPD) of a 2-piece molecular cluster, C3H11N5 overall.

```
19
Properties=species:S:1:pos:R:3
H -0.66198 -1.30415 -1.86848
N 2.26031 -1.80056 0.75287
N -1.86987 -0.70880 -0.20571
H -1.84768 2.65627 -2.15595
N 1.52261 0.40867 0.47386
H -1.79215 0.01983 0.48935
H 2.16419 0.43520 -0.29133
H 0.36453 -0.01197 2.58133
C -1.73442 1.91954 -1.37122
H -1.15908 2.35340 -0.56189
H 3.12643 -1.58200 0.24494
H 1.23023 1.28172 0.81090
N 0.96918 -0.85331 2.45942
N -1.04303 0.71883 -1.93152
H -2.71719 1.69616 -0.98617
H 2.47036 -2.49351 1.47225
C -1.15099 -0.42100 -1.37751
H -1.66227 -1.59119 0.19939
C 1.53081 -0.72314 1.26547
```

The net charge is 0. As for the SMILES: C/N=C\N.N=C(N)N. As for the LUMO energy: 0.639 eV. The value obtained for the total energy is -10739.681 eV.

---

Copy entry 1 word for word.
The following is a DFT calculation (ωB97M-V/def2-TZVPD) of a 2-piece molecular cluster, C3H11N5 overall.

```
19
Properties=species:S:1:pos:R:3
H -0.66198 -1.30415 -1.86848
N 2.26031 -1.80056 0.75287
N -1.86987 -0.70880 -0.20571
H -1.84768 2.65627 -2.15595
N 1.52261 0.40867 0.47386
H -1.79215 0.01983 0.48935
H 2.16419 0.43520 -0.29133
H 0.36453 -0.01197 2.58133
C -1.73442 1.91954 -1.37122
H -1.15908 2.35340 -0.56189
H 3.12643 -1.58200 0.24494
H 1.23023 1.28172 0.81090
N 0.96918 -0.85331 2.45942
N -1.04303 0.71883 -1.93152
H -2.71719 1.69616 -0.98617
H 2.47036 -2.49351 1.47225
C -1.15099 -0.42100 -1.37751
H -1.66227 -1.59119 0.19939
C 1.53081 -0.72314 1.26547
```

The net charge is 0. As for the SMILES: C/N=C\N.N=C(N)N. As for the LUMO energy: 0.639 eV. The value obtained for the total energy is -10739.681 eV.